(1)
Here is a molecular structure, C42H52I2LiN5O3SSi2 from the OMol25 dataset. Energies are from ωB97M-V/def2-TZVPD.

```
108
Properties=species:S:1:pos:R:3:mulliken_charge:R:1
Li -0.12 -0.01 -0.91 0.88
I -2.14 1.79 2.40 0.02
C -2.69 -0.26 2.81 -0.97
I -1.36 -1.92 2.57 0.07
H -3.53 -0.46 2.16 0.48
H -3.00 -0.26 3.84 0.48
N 4.98 -1.20 -1.21 -0.13
C 4.93 -0.96 -2.52 0.62
N 6.09 -1.17 -3.24 -0.49
N 3.88 -0.58 -3.18 -0.71
C 2.70 -0.37 -2.65 0.40
N 1.60 -0.08 -2.40 -0.25
H 5.81 -1.53 -0.75 0.20
H 4.15 -1.15 -0.65 -0.12
H 6.96 -1.04 -2.75 0.21
H 6.05 -0.78 -4.16 0.27
C 0.95 2.17 5.97 -0.44
C 1.45 2.89 4.89 -0.58
C 1.70 2.25 3.69 -0.61
C 1.48 0.88 3.51 0.45
C 0.99 0.18 4.62 0.18
C 0.73 0.81 5.83 -0.71
Si 1.52 0.15 1.72 -1.02
C 2.27 -1.62 2.03 0.56
C 2.12 -2.60 1.04 -0.27
C 2.67 -3.87 1.18 -0.64
C 3.37 -4.21 2.33 -0.53
C 3.50 -3.27 3.34 -0.81
C 2.96 -2.00 3.19 0.04
C 3.20 0.99 1.15 -0.34
C 4.42 0.77 1.79 0.35
C 5.60 1.33 1.34 -0.73
C 5.60 2.14 0.21 -0.41
C 4.39 2.40 -0.43 -0.55
C 3.21 1.83 0.03 -0.28
H 0.71 2.67 6.91 0.35
H 1.63 3.95 4.99 0.36
H 2.07 2.82 2.85 0.28
H 0.79 -0.88 4.53 0.39
H 0.35 0.23 6.67 0.36
H 1.52 -2.38 0.16 0.39
H 2.54 -4.61 0.39 0.40
H 3.80 -5.20 2.44 0.34
H 4.03 -3.53 4.26 0.36
H 3.06 -1.29 4.00 0.41
H 4.46 0.14 2.67 0.24
H 6.54 1.13 1.85 0.38
H 6.52 2.58 -0.16 0.34
H 4.37 3.04 -1.31 0.40
H 2.28 2.02 -0.48 0.39
N -4.20 8.77 -3.79 -0.63
C -3.71 7.80 -3.42 0.15
C -3.11 6.59 -2.97 0.52
C -2.84 5.56 -3.89 -0.45
C -2.25 4.39 -3.46 -0.58
C -1.92 4.18 -2.10 0.36
C -2.19 5.23 -1.20 -0.68
C -2.78 6.40 -1.62 -0.46
C -1.35 2.96 -1.69 -1.61
C -0.87 1.87 -1.39 0.62
H -3.10 5.70 -4.93 0.40
H -2.04 3.59 -4.16 0.48
H -1.95 5.09 -0.16 0.46
H -2.99 7.20 -0.92 0.40
C -5.63 -2.65 -2.23 -1.90
C -4.46 -3.58 -1.90 1.98
C -4.08 -3.42 -0.42 -1.64
C -4.85 -5.04 -2.16 -1.53
O -3.41 -3.22 -2.77 0.59
Si -1.76 -3.41 -2.65 -2.63
S -0.83 -2.36 -1.19 0.79
O -1.60 -5.06 -2.48 0.27
C -0.46 -5.89 -2.67 2.05
C -0.62 -6.60 -4.02 -1.75
C -0.46 -6.92 -1.53 -1.93
C 0.87 -5.13 -2.66 -1.15
O -1.24 -3.13 -4.20 0.00
C -1.68 -2.18 -5.16 2.12
C -2.00 -0.83 -4.52 -1.33
C -2.92 -2.73 -5.88 -1.57
C -0.53 -2.02 -6.16 -1.90
H -6.51 -2.91 -1.64 0.43
H -5.88 -2.74 -3.29 0.35
H -5.35 -1.62 -2.03 0.38
H -4.95 -3.58 0.22 0.47
H -3.68 -2.42 -0.26 0.28
H -3.30 -4.13 -0.16 0.28
H -5.60 -5.38 -1.44 0.40
H -3.95 -5.66 -2.07 0.10
H -5.25 -5.15 -3.17 0.36
H -1.53 -7.21 -4.01 0.36
H 0.24 -7.24 -4.23 0.40
H -0.72 -5.84 -4.80 0.20
H -1.38 -7.51 -1.57 0.36
H -0.43 -6.39 -0.58 0.35
H 0.40 -7.58 -1.61 0.43
H 0.87 -4.39 -3.47 0.15
H 1.71 -5.82 -2.79 0.59
H 0.97 -4.58 -1.72 -0.11
H -2.84 -0.94 -3.84 0.06
H -2.26 -0.10 -5.29 0.55
H -1.15 -0.47 -3.95 0.19
H -3.70 -2.91 -5.15 0.02
H -2.67 -3.68 -6.37 0.33
H -3.27 -2.02 -6.64 0.46
H 0.34 -1.60 -5.65 0.36
H -0.83 -1.36 -6.98 0.43
H -0.26 -3.00 -6.56 0.34
```

Summary:
ΔE to the lowest compared entry with this formula, charge and spin, kJ/mol: 41.2
LUMO level, Eh: 0.139
HOMO-LUMO gap, eV: 5.25
Charge: -2
Highest occupied orbital energy, eV: -1.47

***

(2)
Here is a molecular structure, C34H50ClF9I2N4O3S at a distorted geometry from the OMol25 dataset. Energies are from ωB97M-V/def2-TZVPD.

```
104
Properties=species:S:1:pos:R:3:mulliken_charge:R:1
C -8.29 -1.50 -6.52 -0.74
O -7.20 -1.55 -7.42 -0.32
C -6.28 -2.55 -7.05 -0.67
C -4.95 -2.22 -7.70 -0.85
C -4.47 -0.83 -7.24 -0.53
C -2.99 -0.80 -6.79 -0.72
C -2.79 0.04 -5.52 -0.37
C -1.69 1.10 -5.63 -0.72
C -1.87 2.20 -4.59 -1.25
C -1.70 1.69 -3.14 0.06
C -0.59 2.44 -2.41 -0.69
C -0.70 2.32 -0.88 -1.54
C 0.64 2.13 -0.15 -1.66
C 1.03 0.69 0.22 3.08
C -0.13 -0.25 0.61 -2.96
C -0.81 -0.98 -0.54 0.98
C -2.21 -1.49 -0.13 -1.40
C -2.37 -2.98 -0.45 -1.65
C -1.98 -3.88 0.73 1.12
F -3.10 -4.15 1.44 -0.31
F -1.13 -3.22 1.54 -0.28
C -1.34 -5.20 0.25 0.51
F -2.33 -5.96 -0.24 -0.30
F -0.48 -4.97 -0.75 -0.25
S -0.41 -6.19 1.59 1.46
F -1.44 -7.38 1.53 -0.32
F 0.44 -6.92 0.47 -0.32
F 0.67 -5.06 1.66 -0.27
F -1.26 -5.53 2.73 -0.30
F 0.39 -6.98 2.68 -0.30
N 1.64 0.12 -1.01 0.06
C 2.63 -0.78 -0.78 -0.35
O 3.20 -1.51 -1.57 -0.67
C 2.96 -0.67 0.72 0.01
Cl 2.57 -2.25 1.48 -0.10
C 2.20 0.57 1.26 -0.15
O 1.75 0.18 2.59 -0.49
C 0.98 1.06 3.12 0.87
N 0.22 1.85 3.58 -0.82
C 3.15 1.77 1.42 -1.38
I 4.38 2.11 -0.34 0.18
C 4.01 1.70 2.69 -0.09
C 5.17 0.72 2.71 -1.24
I 4.83 3.68 3.02 0.08
H -8.57 -2.50 -6.20 0.32
H -9.13 -1.03 -7.02 0.25
H -8.04 -0.92 -5.63 0.27
H -6.12 -2.53 -5.97 0.40
H -6.64 -3.53 -7.35 0.45
H -5.05 -2.23 -8.78 0.34
H -4.22 -2.98 -7.44 0.43
H -4.64 -0.12 -8.04 0.25
H -5.08 -0.53 -6.40 0.31
H -2.72 -1.82 -6.57 0.38
H -2.35 -0.45 -7.58 0.45
H -3.70 0.54 -5.20 0.44
H -2.50 -0.63 -4.72 -0.03
H -0.71 0.65 -5.48 0.23
H -1.70 1.55 -6.62 0.54
H -1.14 2.98 -4.78 0.51
H -2.85 2.66 -4.73 0.42
H -2.63 1.89 -2.63 0.28
H -1.50 0.63 -3.19 -0.14
H 0.39 2.15 -2.79 0.30
H -0.73 3.48 -2.67 0.48
H -1.44 1.57 -0.63 0.61
H -1.11 3.26 -0.53 0.57
H 1.41 2.59 -0.77 0.38
H 0.62 2.73 0.75 0.67
H 0.17 -0.98 1.35 0.81
H -0.89 0.37 1.09 0.50
H -0.92 -0.31 -1.37 -0.55
H -0.19 -1.78 -0.90 0.45
H -2.93 -0.98 -0.75 0.55
H -2.46 -1.26 0.89 0.65
H -3.41 -3.17 -0.65 0.47
H -1.84 -3.24 -1.36 0.51
H 1.71 0.72 -1.81 0.29
H 4.03 -0.62 0.76 0.50
H 2.56 2.67 1.49 0.90
H 3.42 1.52 3.57 0.43
H 5.64 0.80 3.69 0.45
H 4.84 -0.31 2.63 0.23
H 5.94 0.95 1.99 0.38
N 6.62 2.79 6.04 0.13
C 7.84 2.19 5.89 -0.44
C 8.15 1.58 7.08 -0.47
C 7.08 1.83 7.98 -0.49
C 6.15 2.57 7.30 -0.50
H 6.14 3.31 5.32 0.04
H 8.38 2.24 4.96 0.38
H 9.05 1.02 7.29 0.41
H 7.00 1.49 9.00 0.39
H 5.20 2.97 7.61 0.46
N 1.23 3.15 6.42 0.09
C 1.18 2.40 7.56 -0.30
C 1.24 3.26 8.63 -0.63
C 1.31 4.58 8.10 -0.47
C 1.30 4.48 6.74 -0.52
H 1.20 2.78 5.48 0.23
H 1.12 1.33 7.52 0.38
H 1.22 2.97 9.66 0.39
H 1.37 5.49 8.67 0.41
H 1.34 5.23 5.97 0.38
```

Summary:
LUMO level, Eh: -0.019
HOMO-LUMO gap, eV: 7.61
Highest occupied orbital energy, eV: -8.13

***

(3)
Here is a molecular structure, C33H32BN5O8S3SbTi at a distorted geometry from the OMol25 dataset. Energies are from ωB97M-V/def2-TZVPD.

```
84
Properties=species:S:1:pos:R:3:lowdin_spin:R:1
Ti 12.28 9.69 10.77 0.94
O 11.78 6.47 12.63 0.00
C 12.41 7.54 12.45 0.00
O 12.81 7.91 11.25 0.01
C 12.51 8.66 13.44 0.02
C 12.44 8.63 14.84 0.11
C 12.41 9.89 15.46 0.07
C 12.42 11.10 14.79 0.05
C 12.39 11.07 13.38 0.18
N 12.66 9.86 12.78 0.19
C 12.11 12.09 12.39 0.17
O 12.28 13.37 12.70 0.06
O 11.81 11.71 11.23 0.14
H 10.17 6.86 11.83 0.00
H 12.24 7.71 15.39 0.01
H 12.22 9.97 16.53 0.00
H 12.29 12.01 15.37 0.00
H 12.86 13.46 13.50 0.00
C 16.29 13.09 9.18 0.00
N 16.01 11.93 8.36 0.00
C 16.38 11.75 7.00 0.00
C 15.98 10.51 6.69 0.00
N 15.41 9.87 7.81 0.00
B 14.97 8.36 8.05 0.00
N 13.59 8.10 7.35 0.00
C 13.24 7.04 6.51 0.00
C 12.02 7.29 6.02 0.00
N 11.55 8.45 6.57 0.00
C 10.26 9.07 6.36 0.00
C 12.50 8.89 7.49 0.00
S 12.20 10.21 8.46 0.01
C 15.40 10.77 8.82 0.00
S 14.74 10.58 10.37 0.01
H 17.13 13.60 8.82 0.00
H 16.52 12.77 10.23 0.00
H 15.47 13.80 9.25 0.00
H 16.96 12.49 6.49 0.00
H 16.12 10.00 5.73 0.00
H 15.81 7.65 7.47 0.00
H 14.83 8.18 9.22 0.00
H 13.94 6.21 6.34 0.00
H 11.45 6.77 5.23 0.00
H 9.53 8.86 7.18 0.00
H 9.88 8.69 5.42 0.00
H 10.40 10.15 6.25 0.00
C 5.66 12.31 6.27 0.00
C 6.57 13.36 6.36 0.00
C 7.41 13.43 7.47 0.00
C 7.42 12.39 8.41 0.00
C 6.56 11.31 8.27 0.00
C 5.67 11.29 7.22 0.00
Sb 8.89 12.29 10.01 0.00
C 9.11 14.44 10.08 0.00
C 10.40 14.91 9.98 0.00
C 10.62 16.27 9.90 0.00
C 9.54 17.16 9.88 0.00
C 8.24 16.68 9.90 0.00
C 8.02 15.30 10.05 0.00
C 7.69 12.31 11.78 0.00
C 6.39 11.82 11.82 0.00
C 5.71 11.76 13.02 0.00
C 6.26 12.24 14.22 0.00
C 7.55 12.74 14.17 0.00
C 8.25 12.74 12.98 0.00
H 4.95 12.32 5.46 0.00
H 6.61 14.09 5.59 0.00
H 8.16 14.18 7.53 0.00
H 6.60 10.49 9.01 0.00
H 4.99 10.42 7.19 0.00
H 11.29 14.26 10.00 0.00
H 11.65 16.61 9.85 0.00
H 9.76 18.21 9.82 0.00
H 7.40 17.35 9.76 0.00
H 6.99 14.89 10.04 0.00
H 5.88 11.51 10.89 0.00
H 4.66 11.43 13.02 0.00
H 5.69 12.19 15.15 0.00
H 7.97 13.15 15.09 0.00
H 9.25 13.18 12.95 0.00
O 10.27 9.65 11.33 0.01
S 9.36 8.62 10.63 0.00
O 9.28 7.31 11.53 0.00
O 10.04 8.19 9.39 0.00
O 8.03 9.07 10.46 0.00
```

Summary:
ΔE to the lowest compared entry with this formula, charge and spin, kJ/mol: 0.0
Spin multiplicity: 3
LUMO level (spin up / spin down), Eh: 0.084 / 0.083
HOMO-LUMO gap (spin up / spin down), eV: 5.62 / 7.36
Charge: -1
Highest occupied orbital energy (spin up / spin down), eV: -3.34 / -5.09

***

(4)
Here is a single C5H4FNO4S molecule at a distorted geometry from the OMol25 dataset. Energies are from ωB97M-V/def2-TZVPD.

```
16
Properties=species:S:1:pos:R:3:nbo_charge:R:1
C -2.01 0.91 0.28 -0.37
C -2.19 -0.49 0.45 -0.35
C -0.79 1.10 -0.29 0.39
C -1.06 -1.04 -0.11 0.41
C 2.94 -0.81 0.35 0.54
N -0.15 -0.08 -0.38 -0.11
O 3.24 -1.92 0.52 -0.35
O -0.10 2.29 -0.58 -0.69
O -0.82 -2.38 -0.14 -0.68
O 1.09 -0.23 -0.90 -0.54
F 4.01 1.31 0.61 -0.61
S 2.43 0.67 -0.07 0.92
H -2.76 1.52 0.51 0.21
H -3.05 -1.12 0.54 0.23
H -0.63 2.99 -0.13 0.50
H -0.14 -2.72 -0.68 0.49
```

Summary:
LUMO level, Eh: -0.043
HOMO-LUMO gap, eV: 6.42
Highest occupied orbital energy, eV: -7.60

***

(5)
Here is a single C19H32ClNO5S2 molecule at a distorted geometry from the OMol25 dataset. Energies are from ωB97M-V/def2-TZVPD.

```
60
Properties=species:S:1:pos:R:3:nbo_charge:R:1
C 7.03 2.82 2.41 -0.65
C 6.79 1.25 2.14 -0.08
O 5.37 0.96 2.06 -0.56
C 5.14 -0.05 1.08 0.83
O 5.11 -1.22 1.48 -0.57
C 4.90 0.40 -0.45 -0.54
C 5.09 -0.83 -1.45 -0.43
C 3.89 -1.07 -2.47 -0.41
C 2.43 -1.05 -1.82 0.06
O 1.91 0.29 -1.97 -0.55
C 0.51 0.33 -2.10 0.83
O -0.16 -0.23 -2.98 -0.58
C -0.31 1.22 -1.03 -0.52
C -1.35 2.12 -1.88 -0.41
C -2.74 1.33 -1.93 -0.53
S -4.05 2.02 -0.81 0.20
C -4.96 0.58 -0.06 -0.05
S -4.02 -0.68 0.52 -0.05
N -6.42 0.67 -0.03 -0.50
C -6.91 1.66 0.99 -0.26
C -8.11 1.13 1.89 -0.08
O -7.84 -0.11 2.58 -0.54
C -7.20 -1.09 1.72 -0.10
C -7.07 -0.65 0.19 -0.27
C 2.32 -1.67 -0.35 -0.22
Cl 1.82 -0.44 0.94 -0.08
C 1.17 -2.81 -0.33 -0.41
C 1.16 -3.68 1.00 -0.63
H 6.02 3.32 2.35 0.23
H 7.51 3.01 3.43 0.22
H 7.69 3.27 1.59 0.21
H 7.38 0.97 1.21 0.18
H 7.22 0.70 3.04 0.19
H 5.65 1.23 -0.64 0.23
H 3.87 0.88 -0.47 0.27
H 6.01 -0.58 -2.09 0.22
H 5.32 -1.82 -0.95 0.24
H 4.04 -2.11 -2.93 0.22
H 3.86 -0.33 -3.34 0.23
H 1.78 -1.73 -2.49 0.22
H 0.37 1.96 -0.49 0.23
H -0.83 0.59 -0.25 0.26
H -1.44 3.17 -1.44 0.22
H -0.95 2.24 -2.95 0.22
H -3.11 1.35 -3.01 0.23
H -2.51 0.24 -1.69 0.26
H -6.03 1.92 1.66 0.21
H -7.25 2.59 0.44 0.22
H -8.33 1.91 2.69 0.21
H -9.09 1.00 1.30 0.17
H -7.79 -2.06 1.79 0.19
H -6.18 -1.32 2.21 0.20
H -8.12 -0.57 -0.26 0.21
H -6.56 -1.50 -0.39 0.25
H 3.26 -2.18 0.03 0.25
H 0.17 -2.26 -0.40 0.21
H 1.24 -3.47 -1.26 0.21
H 2.04 -4.39 1.01 0.21
H 1.14 -2.99 1.93 0.23
H 0.16 -4.24 1.02 0.22
```

Summary:
LUMO level, Eh: -0.012
HOMO-LUMO gap, eV: 8.13
SMILES: CCOC(=O)CCC[C@H](OC(=O)CCCSC(=S)N1CCOCC1)[C@@H](Cl)CC
Highest occupied orbital energy, eV: -8.46

***

(6)
Here is a molecular structure, C28H22AuBr2N3O6S from the OMol25 dataset. Energies are from ωB97M-V/def2-TZVPD.

```
63
Properties=species:S:1:pos:R:3:lowdin_spin:R:1
Au -0.09 -0.89 0.33 0.03
Br 6.88 1.73 -0.64 0.01
C 5.06 1.50 -0.17 0.04
C 4.61 0.25 0.19 -0.01
C 3.28 0.07 0.53 0.03
C 2.38 1.14 0.48 0.00
C 2.87 2.40 0.12 0.03
C 4.20 2.59 -0.20 0.00
N 1.02 0.88 0.73 0.23
C 0.15 1.86 1.00 0.12
C -1.21 1.53 1.14 0.17
C -2.29 2.50 1.08 0.00
C -3.53 2.09 0.83 0.10
C -3.90 0.64 0.69 0.01
C -2.80 -0.32 1.07 0.01
N -1.48 0.22 1.19 0.16
H 5.28 -0.60 0.24 0.00
H 3.14 -1.85 0.44 0.00
H 2.20 3.25 0.04 0.00
H 4.57 3.56 -0.49 0.00
H 0.48 2.88 1.13 0.01
H -2.03 3.55 1.17 0.00
H -4.33 2.82 0.69 0.00
H -4.80 0.44 1.28 0.00
H -3.01 -1.04 1.86 0.01
C -1.39 -0.15 -6.31 0.00
C -1.80 -0.39 -4.88 0.00
C -2.75 -1.35 -4.55 0.00
C -3.11 -1.60 -3.23 0.00
C -2.50 -0.86 -2.23 0.00
C -1.57 0.12 -2.52 0.00
C -1.23 0.35 -3.84 0.00
S -2.99 -1.27 -0.54 0.01
O -4.06 0.22 -0.65 0.02
O -3.97 -2.33 -0.55 0.00
N -1.54 -2.15 -0.10 0.00
C -1.07 -3.25 -0.94 0.00
C 0.40 -3.10 -1.36 0.00
O 0.93 -3.87 -2.11 0.00
O 1.06 -2.10 -0.79 0.01
H -2.06 -0.66 -7.00 0.00
H -0.38 -0.50 -6.48 0.00
H -1.41 0.92 -6.54 0.00
H -3.21 -1.93 -5.34 0.00
H -3.85 -2.34 -2.98 0.00
H -1.12 0.73 -1.74 0.00
H -0.50 1.12 -4.08 0.00
H -1.67 -3.37 -1.84 0.00
H -1.15 -4.19 -0.39 0.00
Br 0.74 -2.59 3.16 0.02
C 1.12 -0.87 3.85 0.16
C 0.10 0.00 4.12 -0.01
C 0.37 1.28 4.62 0.20
C 1.70 1.67 4.84 0.00
C 2.74 0.82 4.58 0.15
C 2.48 -0.50 4.07 0.07
C 3.51 -1.33 3.78 0.22
O 4.41 -2.02 3.55 0.16
O 2.79 -1.12 0.96 0.02
H -0.92 -0.31 3.94 0.00
H -0.44 1.96 4.83 0.01
H 1.91 2.66 5.22 0.00
H 3.77 1.12 4.75 0.01
```

Summary:
ΔE to the lowest compared entry with this formula, charge and spin, kJ/mol: 429.8
Spin multiplicity: 3
LUMO level (spin up / spin down), Eh: -0.017 / -0.066
HOMO-LUMO gap (spin up / spin down), eV: 6.07 / 6.99
Highest occupied orbital energy (spin up / spin down), eV: -6.53 / -8.78

***

(7)
Here is a single C16H10ClF2N5O molecule at a distorted geometry from the OMol25 dataset. Energies are from ωB97M-V/def2-TZVPD.

```
35
Properties=species:S:1:pos:R:3:nbo_charge:R:1
O -0.61 -2.25 1.54 -0.63
F 3.69 0.25 -2.16 -0.30
F -1.34 3.00 -3.63 -0.31
Cl 1.65 2.49 1.97 0.04
N -2.80 -1.67 1.43 -0.67
N 4.93 0.31 1.23 -0.38
N 1.79 2.79 -1.90 -0.40
C -1.51 -1.58 1.03 0.66
C -3.29 -2.75 1.91 0.65
C 4.79 0.03 -0.07 -0.03
C 3.96 1.03 1.83 0.01
C 0.81 3.15 -2.71 -0.04
C -2.25 -0.09 -0.90 -0.15
C 3.73 0.53 -0.86 0.39
C 2.85 1.56 1.12 -0.05
C -1.25 -0.56 -0.01 -0.16
C 2.70 1.30 -0.26 -0.14
C 1.56 1.74 -1.06 0.29
C 0.01 0.07 -0.15 -0.05
C -2.00 0.89 -1.84 -0.20
C -0.46 2.60 -2.73 0.37
C 0.30 1.07 -1.03 -0.14
C -0.74 1.54 -1.89 -0.08
N -4.59 -2.80 2.23 -0.79
N -2.65 -3.91 2.07 -0.82
H 5.60 -0.54 -0.58 0.21
H 4.03 1.20 2.90 0.21
H 0.95 4.02 -3.36 0.21
H -3.24 -0.52 -0.85 0.23
H 0.80 -0.25 0.55 0.23
H -2.78 1.18 -2.51 0.23
H -5.07 -1.92 1.95 0.41
H -5.04 -3.66 1.97 0.39
H -1.66 -3.79 1.89 0.43
H -2.88 -4.44 2.86 0.39
```

Summary:
LUMO level, Eh: -0.018
HOMO-LUMO gap, eV: 8.14
SMILES: NC(N)=NC(=O)c1ccc2c(F)cnc(-c3c(F)cncc3Cl)c2c1
Highest occupied orbital energy, eV: -8.62

***

M (computed, g mol⁻¹): 1023.9; 1055.1; 903.3; 193.2; 454.1; 885.3; 361.7